No. 1
A cluster of 2 separate species, C2H3F4NO in total in a non-equilibrium geometry. Source: OMol25; level of theory: wB97M-V/def2-TZVPD.

Structure (XYZ):
```
11
Properties=species:S:1:pos:R:3:forces:R:3:mulliken_charge:R:1
C 0.974994 -0.288512 0.287945 -4.6723 4.1395 0.2501 0.508
C -0.958965 0.521132 0.502968 4.4664 -2.7842 -1.3497 0.674
N 1.293683 -0.485458 -1.011997 0.7800 -0.3861 -2.5569 -0.472
O -1.682078 -0.339250 -0.267513 4.4080 0.2935 -0.6919 -0.461
F 0.954795 -1.355181 1.057157 0.5734 -0.2097 0.4711 -0.242
F 1.632409 0.807237 0.783421 0.5260 -1.4668 0.1142 -0.267
F -0.916926 1.780186 0.078785 -0.2810 0.5240 -0.7479 -0.265
F -1.321297 0.577986 1.760318 -0.7551 -0.3424 1.3157 -0.250
H 0.671319 -1.146326 -1.581152 1.5301 1.7243 1.2352 0.266
H 1.915529 0.252947 -1.487518 -1.8423 -1.8404 1.0534 0.246
H -2.563466 -0.324757 -0.122410 -4.7331 0.3483 0.9068 0.262
```
Forces are in eV/Å.

## Properties
* HOMO: -8.9 eV
* lowest unoccupied orbital energy: 0.706 eV
* largest force on an atom: 6.25 eV/Å

No. 2
A cluster of 2 separate species, C5H13N2 in total in a non-equilibrium geometry. Source: OMol25; level of theory: wB97M-V/def2-TZVPD.

Structure (XYZ):
```
20
Properties=species:S:1:pos:R:3:forces:R:3:mulliken_charge:R:1
C 0.374545 2.141327 0.226423 -0.8327 -0.2587 0.0073 0.016
C 0.669569 3.301431 0.756476 -0.1319 0.2308 0.2049 -0.799
N -0.658828 1.263470 0.771328 -0.0582 1.5465 0.1442 -0.274
H 0.785678 1.766488 -0.688118 0.3869 -0.1995 -0.1896 0.319
H 1.452011 3.884726 0.328714 0.3648 0.3796 -0.2413 0.268
H 0.127604 3.731452 1.588430 0.1007 -0.1653 0.1934 0.251
H -0.716194 1.390349 1.780140 -0.0503 -0.1655 -0.0412 0.378
H -1.583092 1.498277 0.382788 0.3789 -0.3688 0.0361 0.363
H -0.445564 0.174902 0.537290 -0.6733 -2.4139 -0.2229 0.346
C 1.139772 -1.124247 -1.443283 -0.1942 0.0235 -0.0001 -1.074
C 0.449640 -2.038587 -0.441116 0.0478 0.2103 0.5339 -0.478
C -1.748345 -2.047094 0.504712 0.0956 -0.0854 -0.0810 -0.849
N -0.587174 -1.355294 0.289843 0.1218 1.4968 -0.0830 -0.388
H 1.896126 -1.648932 -2.021335 0.0952 -0.0861 -0.1017 0.406
H 0.404442 -0.692929 -2.119836 -0.0763 0.0037 -0.1914 0.300
H 1.638044 -0.301445 -0.932219 0.1150 0.0781 0.1293 0.120
H 1.217537 -2.358478 0.278572 0.0723 -0.4238 -0.1611 0.182
H 0.045347 -2.920457 -0.951568 0.0922 -0.0416 -0.0044 0.434
H -1.870166 -3.061625 0.135812 0.0464 0.0467 -0.0275 0.246
H -2.590961 -1.603337 1.016946 0.0992 0.1926 0.0963 0.234
```
Forces are in eV/Å.

## Properties
* HOMO (spin up / spin down): -3.8 / -7.9 eV
* lowest unoccupied orbital energy (spin up / spin down): 0.362 / 0.344 eV
* spin multiplicity: 2
* largest force on an atom: 2.52 eV/Å

No. 3
A structure of composition C19H43Br2FIN2OP in a non-equilibrium geometry. Source: OMol25; level of theory: wB97M-V/def2-TZVPD.

Structure (XYZ):
```
70
Properties=species:S:1:pos:R:3:forces:R:3:mulliken_charge:R:1
C -1.571610 5.570532 -1.051144 -1.0932 -0.6293 -1.2009 -1.085
C -1.945381 4.032748 -0.807223 0.4014 1.9860 -0.6167 -0.723
P -1.332398 3.297168 0.874643 1.6877 0.5964 -1.6338 0.313
N -0.313144 4.729940 1.177809 -0.1069 0.0786 -0.1260 -0.687
F -0.029809 2.556904 -0.023166 -0.3702 0.0452 0.7118 -0.194
I -3.224464 4.567556 1.960015 -0.9763 0.6344 0.7945 -0.119
C -0.709273 2.572298 2.550379 0.2819 0.0319 0.9460 -0.955
C 0.842151 2.640606 2.796146 0.1893 -0.8014 0.9748 -0.879
C 1.337486 1.256701 3.397903 -0.3495 0.4586 0.0203 0.033
C 2.788085 1.360691 4.026326 -0.9291 -0.6348 0.0936 -1.352
C 1.139643 0.071812 2.393555 0.3499 -0.1983 0.3498 0.589
C 2.247329 -0.058727 1.275519 -2.1808 1.0652 -0.4788 -0.620
C 1.555021 0.047113 -0.132101 1.3956 0.2493 -0.4977 0.089
C 2.250714 0.433142 -1.315976 0.0762 -0.0684 0.2389 -0.002
C 2.776392 -0.707123 -2.267466 -2.1360 1.5880 -0.0388 -0.824
C 2.529818 1.911146 -1.739619 1.1623 -0.7348 0.0586 -0.955
C -2.286352 1.642289 0.682854 -0.9799 -1.0273 0.3275 1.082
Br -2.957177 1.170057 -1.147408 0.6181 -0.3517 0.1586 -0.219
C -3.448171 1.277022 1.694190 0.3158 -2.7328 -0.6742 -0.265
C -3.455647 -0.323247 1.881423 -0.5401 0.2348 0.9454 -0.981
Br -5.302898 1.598225 0.982578 0.6083 0.5056 0.9672 -0.145
H -2.138641 5.829565 -2.000985 0.5313 -0.1336 0.7822 0.362
H -0.502898 5.723548 -1.309896 -0.6268 0.0012 0.6502 0.239
H -1.977381 6.253947 -0.280789 0.6781 -0.4671 -0.2540 0.237
H -1.451498 3.548507 -1.691551 -0.7401 -0.1162 0.9532 0.233
H -3.059741 4.050337 -0.896064 0.9289 -0.6571 0.0478 0.467
H -0.360924 5.081298 2.126159 0.2398 -0.0855 -0.1720 0.275
H 0.632011 4.645478 0.824002 -0.1053 -0.0427 0.2518 0.190
H -1.028656 1.520216 2.760594 0.0953 0.7836 -0.1984 0.488
H -1.192674 3.199826 3.344818 0.3666 -0.6123 -0.7108 0.603
H 1.036908 3.397237 3.605281 -0.0797 -0.4938 -0.8197 0.393
H 1.470541 2.923218 1.927178 -0.5993 -0.2632 0.3174 0.112
H 0.648018 1.056083 4.264764 0.5104 0.1805 -0.7442 0.462
H 2.759367 0.757372 4.973326 0.3222 0.7180 -0.6752 0.309
H 3.590355 0.916164 3.395745 -0.5286 0.5457 0.3088 0.291
H 2.985626 2.433818 4.244062 0.1433 -0.8448 -0.0214 0.388
H 1.060248 -0.877720 2.993946 0.2862 0.7168 -0.5056 0.542
H 0.157401 0.145728 1.855280 0.8217 0.1462 0.7038 -0.808
H 2.651965 -1.104466 1.339972 -0.0157 0.9302 -0.3698 0.181
H 3.080568 0.674928 1.361332 -0.4915 -0.5109 0.0110 0.450
H 0.472944 -0.224002 -0.240886 1.1835 -1.5201 0.0231 0.084
H 3.220715 -0.217567 -3.166977 -0.1889 -0.7696 0.5571 0.427
H 3.506414 -1.291106 -1.667918 -0.4598 0.2595 -0.6503 0.249
H 1.877710 -1.322290 -2.547503 0.8492 -0.0560 0.0619 -0.032
H 3.271299 2.440405 -1.094356 -0.6833 -0.0695 -0.3347 0.250
H 2.955924 1.901786 -2.779551 -0.1908 -0.0415 0.9365 0.407
H 1.565539 2.472482 -1.809328 0.7694 -0.5372 0.5447 0.008
H -1.505011 0.848751 0.834034 -0.7365 0.9107 -0.2239 -1.321
H -3.328287 1.651500 2.727991 -0.2345 0.5988 -1.0480 0.550
H -2.455721 -0.785357 1.722600 -0.5928 0.3860 -0.0968 0.155
H -3.734270 -0.542682 2.950635 0.2050 0.1861 -0.9133 0.337
H -4.248918 -0.809152 1.268681 0.9157 0.3217 0.2004 0.390
C -0.946031 -6.191319 -3.560507 -0.1962 -0.3070 0.1227 -1.468
C -1.141507 -5.146035 -2.471873 0.0643 -0.1027 -0.9363 0.086
C -0.116298 -4.012874 -2.520812 0.0762 0.2906 0.9638 -0.674
O 1.126518 -4.471022 -2.005453 -0.1988 0.0481 -0.5145 -0.395
C 2.106113 -4.804014 -2.995372 0.2186 -0.2348 0.1909 -0.702
N -0.969238 -5.815672 -1.139932 0.1358 0.0830 0.5786 -0.266
H -0.031720 -6.770548 -3.417281 0.0602 0.1246 -0.0128 0.390
H -1.780371 -6.897605 -3.568453 0.0287 0.0287 -0.0522 0.427
H -0.901917 -5.719635 -4.541466 -0.0158 0.0358 0.0878 0.352
H -2.158102 -4.753331 -2.514611 0.0683 0.0741 0.0869 0.403
H -0.448331 -3.213882 -1.849749 0.0610 0.0627 -0.0610 0.380
H -0.027922 -3.577992 -3.517238 -0.0603 -0.1947 -0.0413 0.500
H 1.989049 -4.212900 -3.904844 -0.0720 0.0302 0.0808 0.343
H 2.049819 -5.869788 -3.232100 0.0306 0.0509 -0.1516 0.282
H 3.088252 -4.602321 -2.570959 -0.0835 0.0603 0.0328 0.245
H -1.424233 -6.727129 -1.077420 -0.0720 0.0931 -0.0886 0.357
H -1.306927 -5.225689 -0.374147 -0.0644 -0.0262 -0.0501 0.367
H 0.043596 -5.932956 -0.981618 0.0219 0.1242 -0.1676 0.356
```
Forces are in eV/Å.

## Properties
* HOMO: -6.1 eV
* lowest unoccupied orbital energy: -1.820 eV
* largest force on an atom: 2.83 eV/Å